Entry 1:
{
  "formula": "C16H24EuN4O8",
  "method": "ωB97M-V/def2-TZVPD",
  "symbols": ["Eu", "O", "C", "O", "C", "N", "C", "C", "N", "C", "C", "N", "C", "C", "N", "C", "C", "C", "C", "O", "O", "C", "C", "O", "O", "C", "C", "O", "O", "H", "H", "H", "H", "H", "H", "H", "H", "H", "H", "H", "H", "H", "H", "H", "H", "H", "H", "H", "H", "H", "H", "H", "H"],
  "positions_angstrom": [[-1.0994, 0.0001, -1.0986], [-3.4133, 2.4638, 1.7044], [-2.5991, 2.0219, 0.8592], [-2.7969, 1.1875, -0.0581], [-1.1590, 2.5593, 0.9356], [-0.1213, 1.5164, 1.0506], [-0.1927, 0.8481, 2.3474], [-1.3394, -0.1571, 2.5036], [-1.4833, -1.1155, 1.4178], [-0.6379, -2.2977, 1.5450], [0.8315, -2.1014, 1.1964], [1.0509, -1.5168, -0.1214], [2.3470, -0.8473, -0.1927], [2.5024, 0.1564, -1.3404], [1.4172, 1.1155, -1.4834], [1.5454, 2.2975, -0.6379], [1.1961, 2.1017, 0.8314], [1.2731, 1.5611, -2.8794], [-0.0532, 2.3005, -3.1124], [-0.0155, 3.3067, -3.8518], [-1.0467, 1.8101, -2.5023], [0.9379, -2.5600, -1.1589], [0.8582, -2.0231, -2.6004], [1.6980, -2.4694, -3.4174], [-0.0561, -1.1866, -2.7947], [-2.8795, -1.5607, 1.2740], [-3.1137, -2.2989, -0.0528], [-3.8547, -3.3037, -0.0156], [-2.5031, -1.8089, -1.0461], [-1.0796, 3.2500, 1.7868], [-0.9912, 3.1096, 0.0074], [-0.2950, 1.5889, 3.1609], [0.7600, 0.3479, 2.5050], [-2.2756, 0.3907, 2.5914], [-1.1886, -0.6778, 3.4713], [-1.0480, -3.0665, 0.8925], [-0.6952, -2.7015, 2.5742], [1.3319, -3.0856, 1.2727], [1.3077, -1.4632, 1.9375], [3.1611, -1.5874, -0.2940], [2.5039, -0.3458, 0.7593], [2.5884, -0.3921, -2.2763], [3.4707, 0.6766, -1.1915], [0.8938, 3.0670, -1.0483], [2.5750, 2.7002, -0.6950], [1.2717, 3.0862, 1.3310], [1.9372, 1.4643, 1.3083], [1.2735, 0.6844, -3.5253], [2.0945, 2.2337, -3.1681], [0.0120, -3.1135, -0.9899], [1.7919, -3.2473, -1.0816], [-3.5253, -0.6842, 1.2757], [-3.1677, -2.2341, 2.0949]],
  "homo_lumo_gap_ev": [3.60, 7.78],
  "total_charge": -2,
  "spin_multiplicity": 8
}


Entry 2:
{
  "formula": "C58H71BGeN9P2Ti",
  "method": "ωB97M-V/def2-TZVPD",
  "symbols": ["Ti", "C", "C", "C", "P", "C", "C", "C", "C", "C", "C", "C", "C", "C", "N", "C", "C", "C", "C", "C", "C", "P", "C", "C", "C", "C", "C", "C", "H", "H", "H", "H", "H", "H", "H", "H", "H", "H", "H", "H", "H", "H", "H", "H", "H", "H", "H", "H", "H", "H", "H", "H", "H", "H", "H", "H", "H", "H", "H", "H", "H", "H", "H", "H", "C", "C", "C", "C", "N", "N", "B", "N", "C", "C", "C", "C", "N", "N", "C", "C", "C", "C", "N", "N", "C", "C", "C", "C", "N", "H", "H", "H", "H", "H", "H", "H", "H", "H", "H", "H", "H", "H", "H", "H", "H", "H", "H", "H", "H", "C", "C", "C", "C", "C", "C", "Ge", "C", "C", "C", "C", "C", "C", "C", "C", "C", "C", "C", "C", "H", "H", "H", "H", "H", "H", "H", "H", "H", "H", "H", "H", "H", "H", "H"],
  "positions_angstrom": [[1.0769, 0.4013, 0.0644], [2.6075, 4.2278, 0.2657], [2.8747, 3.9074, -1.2072], [2.6080, 5.1607, -2.0306], [1.8623, 2.3608, -1.5618], [2.1350, 1.8279, -3.3495], [3.3862, 0.9431, -3.3710], [2.2531, 2.8280, -4.4949], [0.1798, 3.0643, -1.4804], [-0.4180, 3.9011, -2.4175], [-1.7144, 4.3547, -2.2417], [-2.4406, 3.9296, -1.1405], [-1.8596, 3.1062, -0.1948], [-0.5231, 2.7004, -0.3105], [0.1354, 1.9720, 0.6835], [-0.0202, 2.3667, 1.9924], [-0.7472, 3.5128, 2.3702], [-1.0908, 3.7517, 3.6818], [-0.7044, 2.8694, 4.6798], [0.1796, 1.8581, 4.3579], [0.5783, 1.6235, 3.0456], [1.9998, 0.5732, 2.5793], [3.4129, 1.6600, 3.2329], [4.7247, 0.8746, 3.2571], [3.1866, 2.4054, 4.5453], [1.9674, -0.9756, 3.6767], [2.3418, -0.8840, 5.1554], [2.8269, -2.0620, 3.0204], [3.3764, 4.8862, 0.6647], [2.5613, 3.3195, 0.8752], [1.6452, 4.7319, 0.3572], [3.9219, 3.6141, -1.3411], [1.5856, 5.4981, -1.8931], [2.7922, 5.0264, -3.0896], [3.2708, 5.9476, -1.6732], [1.2571, 1.1966, -3.5468], [4.2747, 1.5544, -3.2124], [3.4829, 0.4637, -4.3433], [3.3407, 0.1626, -2.6117], [3.1477, 3.4371, -4.3988], [1.3837, 3.4689, -4.5874], [2.3419, 2.2595, -5.4208], [0.1279, 4.2178, -3.2915], [-2.1599, 5.0205, -2.9654], [-3.4637, 4.2441, -1.0121], [-2.4451, 2.7627, 0.6454], [-1.0579, 4.2189, 1.6149], [-1.6745, 4.6258, 3.9273], [-1.0351, 3.0077, 5.6968], [0.5631, 1.2366, 5.1487], [3.4973, 2.4236, 2.4463], [4.8084, 0.2789, 4.1617], [5.5722, 1.5579, 3.2335], [4.7936, 0.2087, 2.3993], [3.0223, 1.7365, 5.3826], [2.3392, 3.0808, 4.4725], [4.0698, 3.0032, 4.7652], [0.9300, -1.3147, 3.6079], [3.3845, -0.6113, 5.2881], [2.2011, -1.8657, 5.6086], [1.7257, -0.1852, 5.7120], [3.8886, -1.8636, 3.1525], [2.6172, -2.1444, 1.9537], [2.6068, -3.0257, 3.4804], [4.9083, 1.1643, -0.0984], [4.3143, -0.1942, -0.1898], [5.0177, -1.4040, -0.2105], [4.0632, -2.3710, -0.4254], [2.8712, -1.7626, -0.5341], [3.0087, -0.4323, -0.3689], [1.5324, -2.3667, -0.9868], [0.5929, -2.4182, 0.2222], [0.0223, -3.4872, 0.8001], [-0.7906, -3.0410, 1.8149], [-0.6782, -1.6462, 1.7980], [-1.4466, -0.7020, 2.6533], [0.1861, -1.2839, 0.8417], [0.8693, -1.4053, -2.0225], [0.6006, -1.7359, -3.3011], [-0.3736, -0.8957, -3.7738], [-0.6851, -0.0515, -2.6985], [-1.8013, 0.9241, -2.7172], [0.0971, -0.3485, -1.6564], [1.7896, -3.6925, -1.6460], [2.7136, -3.9211, -2.6219], [2.5211, -5.1880, -3.0996], [1.4274, -5.6884, -2.3601], [0.7838, -7.0210, -2.4776], [1.0064, -4.7778, -1.5054], [5.8624, 1.1193, 0.4200], [4.2383, 1.8515, 0.4128], [5.0991, 1.5411, -1.1027], [6.0697, -1.5489, -0.0895], [4.1632, -3.4345, -0.4958], [0.2097, -4.4710, 0.4163], [-1.3857, -3.6307, 2.4806], [-2.4546, -1.0960, 2.7858], [-1.4896, 0.2810, 2.1849], [-1.0126, -0.5923, 3.6469], [1.0959, -2.5456, -3.7962], [-0.8221, -0.8946, -4.7448], [-2.6787, 0.4121, -3.1118], [-1.5815, 1.7653, -3.3717], [-2.0228, 1.2975, -1.7223], [3.4299, -3.1743, -2.9077], [3.0759, -5.6899, -3.8646], [1.5170, -7.8120, -2.3326], [0.3503, -7.1416, -3.4700], [-0.0038, -7.1123, -1.7360], [-5.6951, -4.2226, 2.4491], [-4.6423, -4.5865, 1.6262], [-3.9285, -3.6175, 0.9462], [-4.2534, -2.2710, 1.0725], [-5.3114, -1.9178, 1.9005], [-6.0319, -2.8868, 2.5774], [-3.2711, -0.9297, -0.0637], [-3.5853, -1.8104, -1.8529], [-4.7765, -1.6909, -2.5540], [-4.9737, -2.4007, -3.7277], [-3.9843, -3.2412, -4.2093], [-2.8037, -3.3888, -3.5002], [-2.6110, -2.6753, -2.3322], [-4.3261, 0.7808, 0.2058], [-4.3560, 1.3086, 1.4931], [-5.0347, 2.4794, 1.7753], [-5.7000, 3.1487, 0.7620], [-5.6639, 2.6434, -0.5262], [-4.9672, 1.4794, -0.8064], [-6.2544, -4.9779, 2.9805], [-4.3859, -5.6298, 1.5116], [-3.1150, -3.9085, 0.2940], [-5.5950, -0.8794, 1.9992], [-6.8652, -2.5978, 3.2012], [-5.5648, -1.0557, -2.1709], [-5.9079, -2.3053, -4.2630], [-4.1385, -3.7878, -5.1275], [-2.0361, -4.0619, -3.8524], [-1.6893, -2.8015, -1.7770], [-3.8433, 0.7936, 2.2929], [-5.0442, 2.8689, 2.7829], [-6.2430, 4.0569, 0.9800], [-6.1835, 3.1599, -1.3190], [-4.9407, 1.1089, -1.8207]],
  "homo_lumo_gap_ev": [6.94, 6.68],
  "total_charge": 1,
  "spin_multiplicity": 3,
  "relative_energy_kcal_mol": 0.00
}


Entry 3:
{
  "formula": "C8H14NSi",
  "method": "ωB97M-V/def2-TZVPD",
  "symbols": ["N", "C", "C", "Si", "C", "C", "C", "C", "C", "C", "H", "H", "H", "H", "H", "H", "H", "H", "H", "H", "H", "H", "H", "H"],
  "positions_angstrom": [[1.3037, -0.7033, -1.4885], [0.1549, -0.7376, -0.4899], [-1.3820, -0.3562, -1.1955], [-1.9902, -1.6460, -2.5529], [0.3626, 0.2043, 0.7162], [-0.1214, -0.1807, 1.9652], [0.0272, 0.7709, 3.0294], [0.7855, 1.8541, 2.8845], [1.4586, 2.1422, 1.6746], [1.1459, 1.3610, 0.6002], [2.1478, -1.2824, -1.1814], [1.8111, 0.1607, -1.3982], [1.0911, -0.9646, -2.5306], [0.0679, -1.7833, -0.2022], [-2.1549, -0.4705, -0.4114], [-1.4818, 0.5902, -1.7490], [-2.1574, -2.8548, -1.7558], [-1.0368, -1.2785, -3.5838], [-3.3494, -1.5221, -3.1568], [-0.9582, -1.0011, 2.0052], [-0.3643, 0.5108, 4.0159], [1.0314, 2.5074, 3.6096], [1.8671, 3.1046, 1.4951], [1.7417, 1.5749, -0.2999]],
  "smiles": "[NH3+][C@H](C[SiH3])c1ccccc1",
  "homo_lumo_gap_ev": 9.32,
  "total_charge": 1,
  "relative_energy_kcal_mol": 51.45
}


Number 1: calculated total energy -2155.601837 a.u.. Number 2: calculated total energy -6379.479205 a.u.. Number 3: calculated total energy -657.142248 a.u..